No. 1
This record from OMol25 describes the ion C6H10N with charge +1 in a non-equilibrium geometry. The level of theory is the ωB97M-V functional and the def2-TZVPD basis.

Properties
**Orbital gap**: 8.792 eV
**Max |F|**: 6.553 eV Å⁻¹
**Energy above the lowest of the compared OMol25 structures with the same formula, charge and spin**: 4.569 eV
**Net charge**: +1

Structure (XYZ):
```
17
Properties=species:S:1:pos:R:3:forces:R:3:lowdin_charge:R:1
C 1.867 0.543 0.263 1.43 0.69 -1.11 -0.2079
C 0.624 1.347 0.018 2.25 0.08 -0.67 -0.0496
C 0.068 -0.780 0.434 1.50 0.21 -2.56 -0.1932
C 1.653 -0.900 0.465 -2.21 2.47 0.30 0.1868
C -0.494 0.712 0.018 2.72 -5.43 2.45 -0.2268
C -1.850 1.016 0.135 -2.54 1.99 -0.90 -0.0455
N -0.165 -1.904 -0.591 1.23 -1.86 3.65 0.2157
H 2.521 0.557 -0.675 -0.30 -0.02 0.80 0.1690
H 2.502 1.081 0.974 0.49 -0.41 0.11 0.1449
H 0.781 2.313 -0.302 0.00 2.43 -0.14 0.1099
H -0.233 -1.064 1.387 -1.01 -0.88 1.75 0.1330
H -2.035 1.663 -0.691 -0.74 0.58 -1.01 0.1002
H -2.225 1.633 0.936 0.57 0.03 0.91 0.1107
H -2.528 0.220 0.053 -0.79 -1.35 -0.21 0.0772
H 0.816 -2.289 -0.815 -1.62 -0.18 0.96 0.1759
H -0.454 -1.571 -1.425 -1.88 1.58 -3.45 0.1076
H -0.849 -2.576 -0.182 0.89 0.07 -0.89 0.1921
```
Positions in Å, forces in eV/Å.



No. 2
This record from OMol25 describes a structure of composition C52H46N4O3P2STl. The level of theory is the ωB97M-V functional and the def2-TZVPD basis.

Properties
**Orbital gap (alpha / beta)**: 5.507 / 5.191 eV
**Max |F|**: 0.501 eV Å⁻¹
**Energy above the lowest of the compared OMol25 structures with the same formula, charge and spin**: 2.177 eV
**Net charge**: +1

Structure (XYZ):
```
109
Properties=species:S:1:pos:R:3:forces:R:3:lowdin_charge:R:1
Tl 0.288 -0.487 0.945 0.11 0.08 -0.03 0.9197
O -1.175 -2.431 0.532 0.08 0.04 -0.05 -0.1774
C -1.274 -3.549 1.101 -0.05 0.00 0.03 -0.3309
C -2.567 -4.165 1.253 0.03 -0.01 0.05 0.0022
C -2.702 -5.363 1.867 0.05 -0.08 0.05 -0.0449
C -1.573 -6.067 2.395 -0.07 0.03 -0.02 -0.0684
C -0.335 -5.539 2.261 -0.04 0.03 -0.03 -0.0446
C -0.124 -4.282 1.607 -0.02 0.00 -0.02 -0.1201
C 1.195 -3.859 1.461 -0.09 0.05 -0.13 -0.0663
N 1.622 -2.733 0.875 0.19 -0.39 0.25 -0.0404
N 2.941 -2.681 0.879 -0.08 0.32 -0.15 0.0781
C 3.426 -1.474 0.450 0.32 0.03 0.01 -0.4307
O 2.743 -0.449 0.293 -0.29 -0.10 0.11 -0.1526
C 4.894 -1.396 0.237 -0.04 -0.07 0.06 -0.1520
C 5.688 -2.537 0.151 -0.02 -0.02 -0.01 -0.0223
C 7.048 -2.414 -0.088 0.02 0.01 0.01 -0.0683
C 7.620 -1.155 -0.227 -0.04 -0.01 0.01 -0.0694
C 6.832 -0.015 -0.127 0.00 -0.03 0.00 -0.0614
C 5.472 -0.135 0.102 0.06 0.07 0.00 -0.0210
H -3.420 -3.631 0.854 0.02 0.02 0.00 0.1094
H -3.688 -5.803 1.961 0.01 -0.02 0.01 0.1130
H -1.712 -7.020 2.886 -0.03 0.01 -0.01 0.1071
H 0.530 -6.072 2.638 0.01 0.02 -0.01 0.1154
H 1.973 -4.525 1.829 0.04 0.02 0.00 0.1270
H 5.233 -3.511 0.266 0.00 0.01 0.00 0.1091
H 7.664 -3.300 -0.161 0.00 0.01 0.00 0.1071
H 8.683 -1.063 -0.409 -0.01 -0.01 0.00 0.1075
H 7.279 0.966 -0.226 -0.01 -0.01 0.00 0.1057
H 4.847 0.745 0.191 0.00 0.01 -0.02 0.0970
O -0.679 3.811 1.416 -0.11 -0.11 -0.19 -0.4841
S -1.153 2.779 0.436 0.20 -0.09 0.22 0.8672
C -2.936 2.814 0.446 -0.01 0.13 -0.04 -0.3875
C -3.557 4.012 0.784 -0.03 -0.04 0.01 -0.0835
C -4.936 4.096 0.742 -0.01 -0.03 0.00 -0.0494
C -5.677 2.979 0.374 0.03 0.02 0.00 -0.0498
C -5.045 1.775 0.108 -0.04 0.01 0.08 -0.0724
C -3.653 1.654 0.152 -0.07 -0.04 0.08 -0.3106
P -2.773 0.020 0.121 -0.04 0.18 -0.02 1.0838
C -3.101 -0.704 -1.524 -0.06 -0.02 0.00 -0.3346
C -1.993 -1.242 -2.176 0.06 -0.05 0.02 -0.1140
C -2.114 -1.841 -3.422 -0.04 0.00 -0.01 -0.0696
C -3.352 -1.904 -4.041 0.02 -0.01 0.01 -0.0680
C -4.464 -1.359 -3.413 0.02 0.01 0.02 -0.0687
C -4.339 -0.764 -2.166 -0.02 0.07 -0.07 -0.0854
C -3.776 -0.888 1.360 -0.07 -0.09 -0.07 -0.3502
C -5.047 -1.418 1.141 0.02 -0.06 -0.03 -0.0938
C -5.726 -2.085 2.151 0.03 0.01 0.01 -0.0673
C -5.148 -2.231 3.404 0.03 0.02 -0.01 -0.0709
C -3.880 -1.717 3.636 -0.03 -0.02 -0.03 -0.0669
C -3.203 -1.060 2.619 0.05 0.03 0.04 -0.1140
C -0.836 3.401 -1.214 -0.02 0.13 0.10 -0.3394
C -1.511 4.513 -1.712 0.03 -0.04 -0.06 -0.0449
C -1.116 5.075 -2.911 0.03 -0.04 -0.03 -0.0456
C -0.039 4.533 -3.607 -0.05 0.03 0.04 -0.0443
C 0.625 3.429 -3.108 -0.01 -0.02 -0.01 -0.0785
C 0.235 2.836 -1.902 0.08 -0.12 -0.15 -0.3263
P 1.227 1.427 -1.226 -0.17 0.22 0.00 1.0660
C 2.691 2.363 -0.684 0.04 -0.06 0.06 -0.3588
C 2.712 2.784 0.644 0.01 -0.02 0.00 -0.0966
C 3.766 3.548 1.121 0.01 -0.01 0.00 -0.0629
C 4.812 3.892 0.273 -0.02 0.00 0.01 -0.0725
C 4.791 3.483 -1.053 -0.02 -0.03 -0.01 -0.0708
C 3.733 2.723 -1.533 -0.01 0.04 0.01 -0.0848
C 1.691 0.505 -2.720 -0.03 0.00 0.02 -0.3602
C 0.768 0.361 -3.756 0.00 -0.04 -0.03 -0.1098
C 1.077 -0.413 -4.865 0.01 -0.03 0.00 -0.0762
C 2.303 -1.060 -4.946 -0.03 0.01 0.00 -0.0685
C 3.217 -0.938 -3.909 -0.02 0.03 0.02 -0.0571
C 2.912 -0.165 -2.798 0.03 -0.04 0.04 -0.0838
H -2.946 4.851 1.096 0.00 -0.01 -0.02 0.1166
H -5.433 5.022 1.002 0.01 -0.02 -0.01 0.1148
H -6.757 3.034 0.333 0.01 0.00 0.00 0.1132
H -5.661 0.910 -0.087 0.01 -0.04 0.02 0.0853
H -1.021 -1.220 -1.697 -0.01 0.00 -0.01 0.0684
H -1.239 -2.261 -3.901 0.01 0.01 0.00 0.1058
H -3.454 -2.374 -5.011 0.00 0.01 0.01 0.1090
H -5.433 -1.394 -3.894 0.01 0.00 0.00 0.1091
H -5.223 -0.334 -1.720 0.00 0.05 0.05 0.0822
H -5.518 -1.347 0.171 0.03 0.02 -0.08 0.0893
H -6.710 -2.492 1.956 0.01 0.00 0.00 0.1104
H -5.679 -2.749 4.192 0.01 0.00 -0.01 0.1091
H -3.413 -1.840 4.606 0.00 0.00 -0.01 0.1079
H -2.197 -0.696 2.800 -0.02 -0.01 -0.02 0.0602
H -2.342 4.937 -1.168 0.02 -0.01 0.01 0.1046
H -1.643 5.935 -3.302 0.02 -0.01 0.00 0.1148
H 0.284 4.977 -4.539 -0.01 -0.01 0.01 0.1148
H 1.459 3.018 -3.662 -0.01 0.01 0.02 0.1104
H 1.891 2.525 1.305 0.03 0.01 -0.02 0.0824
H 3.772 3.878 2.152 0.00 0.00 -0.01 0.1097
H 5.637 4.485 0.645 0.00 0.00 0.00 0.1085
H 5.600 3.758 -1.719 -0.01 -0.01 0.01 0.1106
H 3.729 2.412 -2.570 0.00 -0.02 -0.01 0.1066
H -0.192 0.860 -3.709 0.00 -0.02 0.01 0.1087
H 0.357 -0.507 -5.668 0.01 0.00 0.00 0.1100
H 2.544 -1.658 -5.815 -0.01 0.00 0.01 0.1085
H 4.172 -1.445 -3.962 0.00 0.00 0.01 0.1116
H 3.626 -0.088 -1.988 0.00 0.04 -0.04 0.0878
N -0.510 1.218 3.056 0.08 0.07 0.04 -0.0374
C 0.022 0.733 4.333 -0.04 -0.03 -0.12 -0.2458
C 1.471 0.309 4.165 0.01 -0.02 -0.07 -0.2402
N 1.555 -0.852 3.271 -0.10 0.06 0.02 -0.0205
H -0.161 2.153 2.850 -0.02 0.02 -0.01 0.0446
H -1.520 1.313 3.090 0.00 -0.02 0.03 0.0693
H -0.568 -0.133 4.646 -0.02 0.01 0.02 0.1126
H -0.052 1.479 5.129 0.02 0.02 0.01 0.1217
H 1.914 0.117 5.145 0.00 -0.02 0.02 0.1201
H 2.034 1.126 3.705 0.02 -0.01 0.01 0.1167
H 1.182 -1.682 3.720 0.02 -0.01 0.00 0.0906
H 2.512 -1.058 3.007 0.00 0.01 -0.01 0.0747
```
Positions in Å, forces in eV/Å.



No. 3
This record from OMol25 describes a structure of composition C29H24Cl2N9O2STl. The level of theory is the ωB97M-V functional and the def2-TZVPD basis.

Properties
**Orbital gap**: 5.365 eV
**Max |F|**: 0.412 eV Å⁻¹
**Energy above the lowest of the compared OMol25 structures with the same formula, charge and spin**: 0.215 eV
**Net charge**: -2

Structure (XYZ):
```
68
Properties=species:S:1:pos:R:3:forces:R:3:lowdin_charge:R:1
Tl -0.261 0.350 -1.218 -0.29 -0.12 -0.06 0.6827
Cl -1.996 -2.651 4.939 0.03 0.02 -0.02 0.5890
C -1.343 -1.377 3.929 -0.04 -0.01 0.05 -0.6909
C -2.029 -1.017 2.784 -0.02 -0.03 0.00 -0.0617
C -1.543 -0.038 1.911 -0.07 -0.03 -0.06 -0.2211
N -2.156 0.220 0.687 0.33 0.09 0.22 0.0457
C -3.471 0.187 0.602 -0.15 0.03 -0.12 -0.5046
O -4.336 0.088 1.499 0.05 -0.05 0.00 -0.0422
C -4.010 0.288 -0.824 0.04 0.02 0.03 -0.1908
C -5.369 0.044 -1.032 0.00 0.03 0.00 -0.0283
C -5.870 0.098 -2.319 -0.02 -0.01 -0.01 -0.0995
C -5.005 0.387 -3.366 0.00 -0.02 0.02 -0.0990
C -3.673 0.615 -3.063 0.03 0.01 0.00 -0.1763
N -3.187 0.583 -1.826 -0.02 -0.05 0.00 0.0736
C -0.323 0.612 2.241 0.07 0.06 -0.09 -0.2182
C 0.326 0.260 3.426 0.00 0.02 0.11 -0.0689
C -0.164 -0.731 4.256 -0.04 0.03 0.03 -0.6971
Cl 0.750 -1.161 5.688 -0.04 0.01 -0.01 0.5984
N 0.250 1.479 1.308 -0.12 -0.03 0.10 0.0580
C 1.043 2.447 1.708 0.15 0.09 -0.07 -0.5137
O 1.343 2.854 2.856 0.00 -0.03 0.00 -0.0553
C 1.730 3.204 0.565 -0.04 -0.04 0.02 -0.1849
C 2.694 4.162 0.894 0.00 -0.03 -0.02 -0.0192
C 3.337 4.849 -0.116 0.03 0.03 0.00 -0.0937
C 3.000 4.579 -1.438 -0.01 0.01 0.01 -0.1056
C 2.032 3.615 -1.668 -0.03 0.00 0.01 -0.1839
N 1.419 2.939 -0.703 0.02 0.06 -0.01 0.0783
H -2.959 -1.510 2.543 0.01 0.00 0.00 0.1060
H -5.980 -0.176 -0.169 0.01 -0.01 0.00 0.1026
H -6.921 -0.096 -2.509 0.00 0.00 0.00 0.0906
H -5.345 0.417 -4.394 0.00 0.01 -0.01 0.0878
H -2.952 0.815 -3.848 0.02 0.00 -0.01 0.0940
H 1.242 0.765 3.690 -0.02 0.01 -0.01 0.0979
H 2.895 4.326 1.943 0.00 0.00 0.01 0.1027
H 4.091 5.593 0.117 0.00 0.00 0.00 0.0920
H 3.468 5.101 -2.264 0.00 0.00 0.00 0.0880
H 1.722 3.369 -2.682 0.00 -0.01 -0.01 0.1007
C -1.042 -4.135 1.149 -0.04 -0.02 0.01 -0.0464
C -0.389 -2.956 0.488 0.05 0.13 0.02 -0.2957
N -0.878 -2.388 -0.554 -0.05 -0.13 -0.02 -0.0161
N -2.089 -2.854 -0.961 0.00 0.05 -0.12 -0.0343
C -2.373 -2.644 -2.231 0.12 -0.02 0.10 -0.9823
N -3.697 -2.948 -2.539 -0.05 -0.01 -0.05 0.0247
S -1.346 -2.145 -3.506 -0.07 0.00 -0.01 0.3584
C 0.836 -2.352 1.068 -0.05 -0.05 -0.02 -0.2129
C 1.359 -2.782 2.294 0.01 0.01 -0.01 -0.0329
C 2.488 -2.170 2.803 0.07 -0.04 -0.02 -0.1034
C 3.079 -1.135 2.095 0.00 -0.04 -0.03 -0.0756
C 2.486 -0.762 0.898 0.00 -0.01 0.00 -0.1574
N 1.415 -1.351 0.394 0.00 0.03 -0.03 0.0734
H -1.484 -4.771 0.384 -0.01 0.02 0.00 0.0642
H -1.856 -3.805 1.802 0.01 -0.01 0.02 0.0700
H -0.340 -4.719 1.743 0.00 -0.01 -0.02 0.0560
H -4.313 -2.818 -1.748 -0.02 0.01 0.00 0.0649
H -4.000 -2.496 -3.388 0.01 0.01 0.02 0.0342
H 0.855 -3.546 2.868 0.02 -0.01 0.00 0.0982
H 2.879 -2.473 3.767 -0.01 0.01 -0.01 0.0895
H 3.947 -0.608 2.469 0.00 0.01 0.01 0.0948
H 2.875 0.073 0.321 0.02 0.00 0.00 0.0930
C 4.960 1.472 -1.906 -0.01 -0.02 0.02 -0.0970
C 4.276 1.305 -3.264 -0.08 0.04 -0.03 -0.2365
C 3.260 0.251 -3.220 0.09 0.06 0.24 -0.2376
N 2.479 -0.577 -3.072 0.08 -0.10 -0.21 0.1710
H 5.715 2.256 -1.960 0.00 0.01 0.00 0.0697
H 5.436 0.542 -1.598 0.00 0.00 0.00 0.0775
H 4.230 1.749 -1.147 0.00 0.01 0.00 0.0587
H 4.998 1.062 -4.046 0.01 -0.01 0.02 0.1044
H 3.785 2.237 -3.552 0.01 -0.01 -0.01 0.0925
```
Positions in Å, forces in eV/Å.



No. 4
This record from OMol25 describes a cluster of 2 separate species, C6H10O in total. The level of theory is the ωB97M-V functional and the def2-TZVPD basis.

Properties
**Orbital gap**: 10.042 eV
**Max |F|**: 0.455 eV Å⁻¹
**Energy above the lowest of the compared OMol25 structures with the same formula, charge and spin**: 1.403 eV
**SMILES**: C=CC=O.C=CC

Structure (XYZ):
```
17
Properties=species:S:1:pos:R:3:forces:R:3:lowdin_charge:R:1
C -1.181 1.472 -1.013 -0.09 -0.08 0.10 0.0195
C -1.912 0.587 -0.337 0.08 0.12 -0.12 -0.1392
C -1.825 0.506 1.138 -0.14 -0.16 0.13 -0.3104
O -2.470 -0.265 1.812 0.25 0.29 -0.25 0.0371
H -1.227 1.559 -2.095 -0.02 -0.03 0.15 0.0664
H -0.500 2.145 -0.494 -0.11 -0.12 -0.05 0.0726
H -2.597 -0.105 -0.822 0.09 0.10 0.05 0.1103
H -1.117 1.226 1.602 -0.09 -0.10 -0.04 0.1198
C 1.167 -0.891 1.387 -0.01 -0.05 -0.15 -0.0255
C 1.038 -1.173 0.093 0.02 0.02 0.19 -0.2550
C 1.818 -0.524 -1.012 0.04 0.05 -0.02 -0.1164
H 0.566 -1.392 2.141 0.08 0.06 -0.13 0.0575
H 1.879 -0.146 1.738 -0.09 -0.09 -0.08 0.0602
H 0.311 -1.928 -0.212 0.09 0.10 0.06 0.0997
H 2.408 -1.264 -1.566 -0.10 0.10 0.08 0.0733
H 2.501 0.239 -0.624 -0.10 -0.12 -0.04 0.0739
H 1.142 -0.047 -1.735 0.10 -0.08 0.11 0.0563
```
Positions in Å, forces in eV/Å.